Record 1
# C4H14N3O

2 unconnected molecules or ions with the total composition C4H14N3O in a non-equilibrium geometry (ωB97M-V/def2-TZVPD, the OMol25 dataset).

The energy above the lowest of the compared OMol25 structures with the same formula, charge and spin comes out at 54.6 kcal per mole. Its total charge is +1. The HOMO-LUMO gap comes out at 11.33 eV. The multiplicity is 1.

Positions of all 22 atoms, in Å:
1 C 0.0393 3.3197 0.2121
2 O 1.0127 2.1720 0.1587
3 H 1.9082 2.4971 0.3901
4 H -0.1254 3.5594 1.2475
5 H -0.8949 2.9778 -0.2946
6 H 0.4074 4.1053 -0.3375
7 C -0.6581 -1.2771 1.2858
8 C -1.4589 -0.1160 0.6981
9 C 0.6162 -1.6805 -0.8016
10 N -0.0173 -2.1580 0.3163
11 N 0.7397 -2.3706 -2.0198
12 N 1.3558 -0.5353 -0.5862
13 H 0.0142 -0.9974 2.1637
14 H -1.4267 -2.0623 1.8156
15 H -1.1236 0.8425 1.1235
16 H -2.5281 -0.4293 1.0202
17 H -0.3416 -3.1994 0.2593
18 H 0.0174 -3.0899 -2.2170
19 H 0.9049 -1.8168 -2.8261
20 H 1.2951 0.0811 0.2208
21 H 1.6053 0.0352 -1.3710
22 H -1.3417 0.1424 -0.4578



Record 2
# C24H31AlN4

A molecular structure, C24H31AlN4 (ωB97M-V/def2-TZVPD, the OMol25 dataset).

Its total charge is +2. The HOMO-LUMO gap comes out at 8.06 eV. The multiplicity is 1.

Positions of all 60 atoms, in Å:
1 Al -0.3924 -0.3895 0.6013
2 C 1.6725 2.3865 2.2078
3 C 0.6435 1.4037 2.6797
4 C 0.8478 0.0162 2.5022
5 C -0.0434 -0.9195 3.0588
6 C -1.1727 -0.4845 3.7438
7 C -1.3762 0.8784 3.9120
8 C -0.4834 1.8096 3.3832
9 H 2.0963 2.0946 1.2462
10 H 2.4950 2.4253 2.9253
11 H 1.2614 3.3910 2.1248
12 H 1.7972 -0.3209 2.0929
13 H 0.1667 -1.9786 2.9762
14 H -1.8579 -1.2035 4.1719
15 H -2.2314 1.2253 4.4787
16 H -0.6479 2.8663 3.5576
17 N -2.0330 0.6879 0.6943
18 C -2.4847 0.6497 -0.7090
19 C -2.6949 1.8525 -1.3642
20 C -3.0697 1.8449 -2.6984
21 C -3.2250 0.6323 -3.3551
22 C -3.0065 -0.5594 -2.6842
23 C -2.6291 -0.5887 -1.3395
24 C -2.3785 -1.8932 -0.6554
25 C -3.2133 -2.9725 -0.9385
26 C -2.9591 -4.2199 -0.3911
27 C -1.8632 -4.4037 0.4391
28 C -1.0425 -3.3268 0.7391
29 C -1.2796 -2.0548 0.2157
30 H -1.9909 1.6509 1.0182
31 H -2.7064 0.2026 1.2893
32 H -2.5964 2.7911 -0.8291
33 H -3.2513 2.7776 -3.2143
34 H -3.5181 0.6144 -4.3958
35 H -3.1128 -1.4969 -3.2137
36 H -4.0722 -2.8370 -1.5835
37 H -3.6161 -5.0494 -0.6150
38 H -1.6561 -5.3794 0.8576
39 H -0.1959 -3.5042 1.3955
40 C 3.6574 1.4088 -2.4730
41 N 2.4979 1.5638 -1.5856
42 C 1.7788 2.8273 -1.7276
43 C 1.9519 0.5341 -0.9327
44 N 0.6374 0.5240 -0.6489
45 N 2.7202 -0.4982 -0.5358
46 C 2.1629 -1.8376 -0.3942
47 C 4.1226 -0.3427 -0.1473
48 H 3.4113 1.8612 -3.4325
49 H 3.8690 0.3574 -2.6382
50 H 4.5380 1.9052 -2.0673
51 H 2.5074 3.6219 -1.8708
52 H 1.2087 3.0458 -0.8266
53 H 1.1115 2.8135 -2.5937
54 H 0.1043 1.1274 -1.2669
55 H 1.8564 -2.0649 0.6358
56 H 2.9306 -2.5630 -0.6604
57 H 1.3189 -1.9781 -1.0651
58 H 4.3665 0.7096 -0.0340
59 H 4.7967 -0.7967 -0.8733
60 H 4.2719 -0.8369 0.8137



Number 1: HOMO energy -0.5232 hartree. Number 2: HOMO energy -0.5198 hartree.